This record from the OMol25 dataset describes a molecular structure, C3H3BaO2 in a non-equilibrium geometry. The level of theory is ωB97M-V/def2-TZVPD.

Calculated values
- HOMO level (eV) = -24.49
- E (eV) = -7917.4136
- relative energy (zero: lowest compared OMol25 entry of this formula, charge and spin) (kcal/mol) = 0.0
- molecular weight (g/mol) = 208.4
- gap between HOMO and LUMO (eV) = 12.7
- total charge = +3

Geometry as XYZ:
```
9
C3H3BaO2, DFT ωB97M-V/def2-TZVPD
Ba -4.157 2.827 -2.904
O -2.268 1.553 -1.139
O 1.898 -0.973 -1.178
C 1.593 -1.025 -0.102
C 1.122 -0.837 1.232
C -1.458 1.146 -0.452
H 0.022 -0.786 1.210
H 1.971 -0.135 1.536
H 1.277 -1.770 1.798
```